ORCA calculation (wB97M-V/def2-TZVPD) on a 2-piece molecular cluster, C5H15N overall at a distorted geometry.

Gap between HOMO and LUMO in eV: 9.67
Net charge: 0
Calculated total energy in a.u.: -254.20468
SMILES: CCC.CNC

Geometry as XYZ:
```
21
Properties=species:S:1:pos:R:3:forces:R:3:mulliken_charge:R:1
C -4.113 1.196 -1.697 0.4 0.3 0.4 -1.060
C -2.754 1.141 -1.002 0.1 0.8 0.8 -0.294
C -1.615 1.959 -1.669 -0.6 -0.4 -0.4 -0.959
H -4.899 0.567 -1.287 0.1 -0.1 0.4 0.318
H -4.023 0.941 -2.729 0.0 -0.1 -0.9 0.311
H -4.436 2.237 -1.610 -0.2 -0.1 -0.3 0.272
H -2.396 0.177 -0.638 -0.2 -0.3 -0.6 0.372
H -2.884 1.707 -0.073 -0.2 -0.4 0.2 0.199
H -1.667 2.144 -2.747 -0.4 -0.4 0.0 0.291
H -1.689 2.946 -1.224 0.7 0.2 0.1 0.270
H -0.672 1.437 -1.514 0.2 0.5 0.3 0.280
C 2.050 -1.592 2.219 -0.3 1.1 1.4 -0.801
N 3.089 -0.987 1.412 0.5 -1.0 -0.6 -0.311
C 4.091 -1.949 0.936 0.5 1.0 -0.4 -0.756
H 1.641 -2.534 1.860 0.2 0.1 -0.5 0.320
H 2.331 -1.771 3.271 0.2 -0.2 -0.1 0.282
H 1.252 -0.845 2.304 -0.2 -0.3 -0.2 0.267
H 3.566 -0.243 1.898 -0.3 0.1 0.2 0.204
H 5.006 -2.042 1.539 -0.5 -0.4 0.6 0.248
H 4.527 -1.598 -0.001 -0.3 0.0 -0.3 0.253
H 3.596 -2.890 0.751 0.2 -0.4 0.0 0.294
```
Forces are in eV/Å.

ORCA calculation (wB97M-V/def2-TZVPD) on a 2-piece molecular cluster, C2H4N2O3 overall at a distorted geometry.

Gap between HOMO and LUMO (alpha / beta) in eV: 8.53 / 9.39
Net charge: 0
Calculated total energy in a.u.: -413.58279

Geometry as XYZ:
```
11
Properties=species:S:1:pos:R:3:forces:R:3:mulliken_charge:R:1
C -2.641 -0.908 -1.221 -1.1 0.4 -0.4 0.538
C 2.893 0.424 0.735 -2.4 -1.7 0.2 -0.351
N 0.704 -0.044 0.411 -1.8 -0.5 0.2 -0.420
N -2.846 -0.096 -0.363 -0.3 0.8 1.6 -0.221
O -2.794 -1.730 -2.013 0.6 -1.6 -1.2 -0.370
O 1.863 -0.361 0.924 1.0 0.1 0.5 -0.099
O -2.286 1.162 -0.193 3.5 -0.8 -1.5 -0.303
H 2.655 1.275 0.190 0.4 1.6 -0.8 0.338
H 3.702 0.033 1.240 1.9 -0.1 0.6 0.327
H 0.069 -0.748 0.869 0.7 0.7 -0.6 0.211
H -1.317 0.993 -0.580 -2.6 1.2 1.5 0.350
```
Forces are in eV/Å.

ORCA calculation (wB97M-V/def2-TZVPD) on one molecule with the formula C4H4Cl2 at a distorted geometry.

Gap between HOMO and LUMO in eV: 9.12
Net charge: 0
Calculated total energy in a.u.: -1075.12692
SMILES: Cl/C=C\C=C/Cl

Geometry as XYZ:
```
10
Properties=species:S:1:pos:R:3:forces:R:3:mulliken_charge:R:1
Cl -2.747 -0.405 -0.250 -0.4 0.2 -0.1 -0.198
C -1.637 0.899 -0.074 2.6 -4.2 1.4 -0.353
C -0.340 0.692 0.264 -1.6 2.6 -1.8 -0.067
C 0.298 -0.588 0.222 1.3 -1.0 0.0 0.102
C 1.616 -0.870 0.123 0.8 -1.4 -1.7 -0.517
Cl 3.130 0.132 -0.265 -2.2 -0.6 0.9 -0.183
H -1.953 1.835 -0.196 -1.8 3.4 -0.5 0.451
H 0.103 1.728 0.157 0.6 -1.7 0.7 0.236
H -0.391 -1.489 0.143 1.1 1.2 0.4 0.228
H 1.921 -1.934 -0.123 -0.4 1.5 0.7 0.302
```
Forces are in eV/Å.

ORCA calculation (wB97M-V/def2-TZVPD) on a 3-piece molecular cluster, C4H7O2S3 overall at a distorted geometry.

Gap between HOMO and LUMO in eV: 6.33
Net charge: -1
Calculated total energy in a.u.: -1501.69480

Geometry as XYZ:
```
16
Properties=species:S:1:pos:R:3:forces:R:3:mulliken_charge:R:1
C -0.246 1.508 -1.886 1.0 0.7 0.6 0.738
C -1.719 -0.870 -0.312 3.3 -0.9 -0.5 -1.331
C 0.401 0.125 0.628 0.7 -1.9 -1.6 -0.379
C -0.918 0.074 0.605 -1.6 -1.0 -0.9 0.158
O -0.901 0.733 -2.366 -2.7 -2.5 -2.4 -0.370
O 0.392 2.332 -1.441 1.8 2.6 1.2 -0.392
S 4.171 -0.854 1.073 2.5 0.3 2.3 -0.281
S 1.289 -0.805 -0.571 0.0 -0.1 0.1 -0.561
S -1.943 1.169 1.504 -0.6 0.7 0.1 -0.321
H -1.257 -1.085 -1.306 0.0 0.4 1.1 0.329
H -2.616 -0.449 -0.518 -3.1 1.2 -0.5 0.478
H -1.856 -1.862 0.079 -0.1 -0.4 0.8 0.276
H 0.969 0.632 1.350 0.5 1.2 0.8 0.448
H 3.073 -1.112 0.443 -2.1 -0.3 -0.9 0.044
H 3.731 -1.201 2.330 0.2 0.2 -0.9 0.101
H -2.570 1.665 0.386 0.2 -0.1 0.7 0.064
```
Forces are in eV/Å.

ORCA calculation (wB97M-V/def2-TZVPD) on a 5-piece molecular cluster, C5H18NO5 overall at a distorted geometry.

Gap between HOMO and LUMO (alpha / beta) in eV: 9.62 / 5.33
Net charge: +2
Spin multiplicity: 2
Calculated total energy in a.u.: -631.49980

Geometry as XYZ:
```
29
Properties=species:S:1:pos:R:3:forces:R:3:mulliken_charge:R:1
O 0.695 -1.217 -0.176 0.5 0.3 0.5 -0.325
C 1.251 -0.861 0.828 0.0 0.9 -0.8 0.272
C 0.865 0.407 1.578 0.0 0.5 1.3 -0.644
C -0.480 1.064 1.321 -1.6 2.1 -0.2 -0.568
C -1.648 0.371 0.617 1.0 -1.3 0.3 -0.556
C -1.849 1.842 -1.407 -0.1 2.0 -0.4 -0.127
N -1.874 0.731 -0.802 0.9 -1.2 -1.1 0.102
H 2.236 -1.339 1.028 -0.2 -0.2 0.5 0.354
H 1.039 0.258 2.671 -0.1 -0.5 -0.8 0.459
H 1.651 1.126 1.313 0.2 -0.4 -0.2 0.435
H -0.863 1.505 2.258 0.2 -0.9 0.1 0.429
H -0.394 2.045 0.815 0.8 -0.5 -0.3 0.385
H -1.453 -0.736 0.660 -0.6 0.9 -0.3 0.215
H -2.612 0.541 1.074 -0.1 0.1 0.5 0.432
H -2.228 2.023 -2.423 0.4 -1.1 0.1 0.297
H -1.513 2.804 -1.001 -0.2 -0.6 0.7 0.285
H -1.934 -0.099 -1.415 -0.9 0.1 0.3 0.282
H 1.859 2.398 -2.258 0.0 0.0 0.1 0.289
H 1.636 1.384 -1.103 0.2 0.7 -0.6 0.362
O 1.223 2.125 -1.586 -0.5 -0.4 0.4 -0.585
H 2.826 -0.499 -1.345 0.1 0.2 0.0 0.326
H 3.840 0.372 -0.613 0.1 0.2 0.1 0.275
O 2.900 0.142 -0.620 0.5 -0.6 -0.2 -0.593
H -1.236 -2.838 2.147 0.4 -0.6 -0.3 0.298
H -0.108 -3.277 1.065 -0.6 -0.8 0.4 0.304
O -0.455 -2.588 1.633 0.2 1.1 0.3 -0.561
H -1.369 -3.262 -1.710 -0.1 -0.2 -0.2 0.341
H -0.593 -2.092 -1.047 -0.6 -0.8 -0.6 0.422
O -1.412 -2.328 -1.505 0.2 0.9 0.4 -0.606
```
Forces are in eV/Å.

ORCA calculation (wB97M-V/def2-TZVPD) on C21H30Cl2N2O2Sc as an isolated structure at a distorted geometry.

Gap between HOMO and LUMO (alpha / beta) in eV: 2.86 / 2.83
Net charge: -1
Calculated total energy in a.u.: -2759.15154

Geometry as XYZ:
```
58
Properties=species:S:1:pos:R:3:forces:R:3:mulliken_charge:R:1
Sc -0.447 0.740 1.249 -0.9 -1.0 1.5 -0.494
Cl -2.497 0.453 2.781 0.4 -0.5 1.5 -0.380
N -0.208 -1.406 1.154 1.3 -0.7 0.2 0.384
N -0.651 1.952 -0.489 1.6 1.6 -1.3 0.397
C 0.687 -1.878 2.042 -1.0 1.5 -1.5 0.614
C 0.312 2.847 -0.710 -1.9 -1.9 0.6 0.680
C -0.800 -2.616 0.503 -0.2 0.1 0.6 1.192
C -0.637 -3.655 1.603 0.8 0.1 1.1 -0.728
C 0.059 -3.044 -0.667 0.4 -0.2 -0.4 -1.338
C -2.257 -2.475 0.104 -0.1 -0.2 0.1 -1.522
H 1.101 -3.209 -0.342 -0.3 0.1 -0.2 0.222
H 0.042 -2.296 -1.466 0.1 -0.1 0.1 0.207
H -0.326 -3.996 -1.065 0.1 0.2 0.0 0.446
H -2.865 -2.105 0.941 0.1 0.0 -0.3 0.348
H -2.619 -3.480 -0.181 0.0 0.4 0.0 0.400
H -2.376 -1.818 -0.767 0.0 -0.1 0.3 0.116
C -1.622 2.011 -1.630 0.2 0.4 0.3 1.339
C -1.160 3.245 -2.396 1.1 1.1 0.0 -0.780
C -3.044 2.180 -1.136 -0.4 0.0 -0.1 -1.761
C -1.476 0.802 -2.528 0.1 -0.5 -0.3 -1.221
H -0.434 0.705 -2.868 -0.2 0.0 0.1 0.369
H -2.123 0.920 -3.413 0.2 -0.1 0.3 0.429
H -1.769 -0.116 -2.008 0.1 0.1 -0.1 -0.095
H -3.107 3.019 -0.430 -0.1 -0.3 -0.1 0.400
H -3.406 1.272 -0.644 0.0 0.2 0.0 0.333
H -3.702 2.389 -1.997 0.1 -0.1 0.3 0.391
O 0.155 3.581 -1.777 -0.5 1.0 -1.3 -0.393
H -1.789 4.148 -2.280 0.2 -0.5 0.1 0.322
H -0.948 3.103 -3.469 -0.2 -0.1 0.5 0.273
O 0.541 -3.138 2.355 -0.7 -2.5 0.2 -0.456
H -0.359 -4.665 1.268 -0.2 0.4 0.0 0.258
H -1.474 -3.707 2.320 0.2 0.1 -0.3 0.365
C 1.829 -1.130 2.644 -0.5 -0.5 0.0 -1.652
C 1.512 3.040 0.164 -0.5 0.6 -0.6 -1.725
C 2.231 1.727 0.269 1.7 -0.6 -0.7 0.753
H 1.109 3.366 1.140 0.3 -0.3 -0.1 0.276
H 2.121 3.869 -0.214 -0.1 -0.2 -0.2 0.395
C 1.769 0.827 1.194 -2.0 1.0 1.6 0.064
C 2.424 -0.330 1.523 1.6 -0.2 -0.8 0.578
H -2.372 1.046 1.472 -0.3 0.8 -1.4 0.207
C 3.481 -0.762 0.696 -0.9 0.5 0.7 1.353
C 3.883 0.087 -0.342 0.5 -0.1 -0.3 -1.177
C 4.064 -2.117 0.893 0.5 -0.2 -0.2 -1.758
C 3.304 1.343 -0.558 -0.7 0.4 0.6 1.294
H 4.725 -0.226 -0.985 -0.5 0.1 0.3 0.179
C 3.732 2.258 -1.656 0.4 -0.1 -0.2 -1.767
H 4.593 1.842 -2.175 0.1 0.1 -0.2 0.406
H 4.006 3.241 -1.273 0.1 0.1 0.0 0.320
H 2.920 2.397 -2.372 0.0 0.1 -0.1 0.248
H 4.308 -2.297 1.937 0.1 -0.1 0.1 0.312
H 4.976 -2.221 0.303 0.1 -0.1 0.0 0.435
H 3.365 -2.894 0.576 0.0 0.0 0.0 0.210
H 2.532 -1.811 3.137 -0.3 -0.1 -0.2 0.342
H 1.407 -0.492 3.441 0.3 0.3 -0.1 0.258
Cl -6.337 1.197 1.479 -1.0 2.9 0.1 -0.313
C -5.710 -0.346 1.489 0.6 -3.3 -0.4 -0.461
H -5.689 -0.842 2.468 0.4 0.4 -0.6 0.085
H -4.982 -0.536 0.690 0.0 0.0 0.7 -0.184
```
Forces are in eV/Å.